Record 1
ORCA calculation (ωB97M-V/def2-TZVPD) on a molecular structure, C42H53AsF3N3O6PReS2.

Geometry as ORCA input:
```
! wB97M-V def2-TZVPD RIJCOSX def2/J DEFGRID3
* xyz 1 4
Re 6.26329 -2.11701 21.84138
S 5.46726 -0.32762 24.97278
C 5.01226 -1.93339 24.65292
C 4.40916 -2.55881 25.75387
C 3.83718 -3.78956 25.62938
C 3.88945 -4.41151 24.38399
C 4.54016 -3.82391 23.32907
N 5.10203 -2.61918 23.46922
H 4.46400 -2.00995 26.69340
H 3.31767 -4.29224 26.44352
H 3.38755 -5.37476 24.23416
H 4.58515 -4.31052 22.36278
F 9.37999 -5.77805 19.89190
C 8.34986 -5.84598 20.79185
F 8.40512 -6.99972 21.50145
F 7.16813 -5.85062 20.11222
S 8.56673 -4.36074 21.95680
O 9.40494 -4.82506 23.03710
O 9.07119 -3.22554 21.14258
O 7.05376 -4.20735 22.39474
C 9.56470 -0.19782 22.16522
N 9.72202 -0.90934 23.44832
C 10.87312 -0.58012 24.27687
C 8.74480 -1.77661 23.81693
O 7.60549 -1.76714 23.16688
N 8.95931 -2.62255 24.87472
C 10.24722 -2.90787 25.49408
C 7.86456 -3.39814 25.49458
H 10.27576 0.62570 22.12115
H 8.55200 0.19023 22.05550
H 9.76270 -0.84969 21.30466
H 11.33280 0.31590 23.87558
H 11.64388 -1.35467 24.31477
H 10.52966 -0.34224 25.29598
H 10.48141 -2.12806 26.25116
H 11.03806 -3.03879 24.72970
H 10.08195 -3.83621 26.04477
H 6.90863 -3.22760 25.02348
H 7.79595 -3.13791 26.56429
H 8.08020 -4.46841 25.39524
C 5.51406 -2.85302 17.79487
C 6.70032 -2.53833 18.69847
C 7.22628 -1.14759 18.40979
C 7.76034 -3.53265 18.31277
O 6.27318 -2.63483 20.12907
H 5.83953 -2.77026 16.75094
H 4.64202 -2.21363 17.93791
H 5.17189 -3.87656 17.93975
H 7.44396 -1.07263 17.35434
H 8.15767 -0.98060 18.95466
H 6.51164 -0.36762 18.68590
H 7.86472 -3.49011 17.21402
H 7.49064 -4.55323 18.56468
H 8.69405 -3.27330 18.78850
C 4.05339 0.02193 19.94143
C 3.25709 1.32254 19.73145
As 2.24920 1.45607 17.95580
C 2.24224 3.43426 17.91528
C 2.12822 4.27449 19.02396
C 2.19270 5.64755 18.88397
C 2.38291 6.21198 17.62254
C 2.41156 5.41097 16.48774
C 2.34977 4.03124 16.65324
C 3.84959 1.30063 16.75641
C 4.91614 2.20478 16.77206
C 6.02703 2.00917 15.98514
C 6.08544 0.90055 15.11459
C 5.01703 0.01724 15.04610
C 3.91790 0.24220 15.85486
P 5.08396 -0.04540 21.56016
C 6.04608 1.48574 21.38875
C 6.54025 2.10313 22.53082
C 7.34722 3.23691 22.45877
C 7.66244 3.75258 21.22801
C 7.19152 3.15658 20.07095
C 6.40127 2.02617 20.15431
C 3.59276 0.21949 22.57722
C 3.32733 1.47639 23.09635
C 2.34694 1.64266 24.04626
C 1.46723 0.60673 24.34962
C 1.55909 -0.57248 23.63609
C 2.64248 -0.79401 22.77209
H 4.73493 -0.13901 19.11159
H 3.37425 -0.83955 19.98109
H 3.86832 2.22214 19.77312
H 2.44135 1.41743 20.45400
H 1.96054 3.83295 20.00506
H 2.09318 6.29801 19.75315
H 2.51636 7.29293 17.56686
H 2.51558 5.84110 15.48744
H 2.45691 3.38362 15.78016
H 4.81998 3.08534 17.41683
H 6.87911 2.70882 16.01995
H 6.96399 0.71087 14.48550
H 5.01272 -0.85043 14.38057
H 3.09277 -0.44866 15.73919
H 6.27691 1.62720 23.48914
H 7.75406 3.69543 23.34776
H 8.29586 4.64395 21.15283
H 7.50502 3.56202 19.08540
H 6.02247 1.60740 19.20744
H 3.93323 2.34100 22.77029
H 2.22782 2.59632 24.55880
H 0.69759 0.73964 25.12199
H 0.82813 -1.40130 23.78003
H 2.77631 -1.77042 22.29470
C 3.13079 -5.01013 20.30786
O 3.48190 -3.63864 20.49134
H 2.90552 -5.19149 19.23817
H 2.25576 -5.28381 20.90667
H 4.00403 -5.61426 20.56763
H 2.71159 -3.07534 20.32324
*
```

Properties
- DFT total energy (eV) = -163242.413
- lowest unoccupied orbital energy (spin up / spin down) (eV) = -2.7 / -4.4
- HOMO energy (spin up / spin down) (eV) = -9.84 / -9.75
- energy above the lowest of the compared OMol25 structures with the same formula, charge and spin (eV) = 1.8016

---

Record 2
ORCA calculation (ωB97M-V/def2-TZVPD) on a molecular structure, C42H53MoN3OSi2Te.

Geometry as ORCA input:
```
! wB97M-V def2-TZVPD RIJCOSX def2/J DEFGRID3
* xyz 3 2
Mo -0.30750 0.20366 0.02492
C -2.05599 -3.33724 0.71328
C -1.15996 -2.22844 1.16577
C -1.65694 -1.09765 1.79298
C -0.80058 -0.07115 2.26313
C 0.59796 -0.19839 2.07867
C 1.11154 -1.39343 1.52719
C 0.25045 -2.36170 1.05302
H -2.10992 -4.09227 1.50171
H -1.67055 -3.82771 -0.17972
H -3.06755 -2.98559 0.52199
H -2.72402 -0.99630 1.94491
H -1.19947 0.72364 2.87316
H 1.25619 0.52568 2.54145
H 2.18520 -1.53263 1.49438
H 0.65533 -3.27683 0.64805
C -4.10950 1.40119 2.01602
Si -2.89207 2.36232 0.98209
C -3.66923 3.82471 0.12606
C -1.42378 3.04022 1.93738
N -2.19246 1.10675 -0.24667
C -2.57160 1.03162 -1.48551
C -3.79530 1.59144 -2.02599
C -4.10470 1.43192 -3.32170
C -3.22034 0.74246 -4.24268
C -2.10405 0.13424 -3.81692
C -1.74827 0.15894 -2.40935
N -0.84031 -0.60072 -1.87264
Si 0.24118 -1.64564 -2.98176
C 1.34138 -2.71259 -1.93014
C -0.83320 -2.78637 -3.98876
C 1.28460 -0.39492 -3.88751
H -4.90253 2.07259 2.35046
H -3.67203 0.96555 2.91543
H -4.59260 0.60593 1.44395
H -3.60220 4.64596 0.84509
H -4.72498 3.70722 -0.11223
H -3.13885 4.14132 -0.77384
H -1.49364 2.81819 3.00315
H -1.43577 4.12749 1.84547
H -0.44856 2.70792 1.58276
H -4.47556 2.09912 -1.36641
H -5.03711 1.82298 -3.70723
H -3.49415 0.71313 -5.28879
H -1.46522 -0.37685 -4.51758
H 0.77232 -3.46688 -1.39121
H 1.97927 -2.16943 -1.23360
H 1.99526 -3.25654 -2.61681
H -1.71177 -3.10328 -3.42224
H -0.25397 -3.68452 -4.21284
H -1.17772 -2.38773 -4.94064
H 1.88726 0.16966 -3.16884
H 0.71980 0.32551 -4.47891
H 1.97738 -0.90486 -4.56085
C 5.78803 0.60999 -7.00223
C 5.50041 0.76085 -5.54014
C 5.30189 2.02273 -4.98114
C 5.02361 2.19515 -3.63478
C 4.86147 3.58015 -3.07396
C 4.94792 1.04141 -2.84005
Te 4.58007 1.35162 -0.80479
N 0.44651 1.57620 -0.66091
C 0.36140 2.74073 -1.48628
O -0.40005 2.67922 -2.42720
C 1.18864 3.89105 -1.10359
C 1.19651 5.00244 -1.95051
C 1.96007 6.10811 -1.62073
C 2.70621 6.10932 -0.44818
C 2.68860 5.01011 0.40337
C 1.93135 3.89818 0.07673
C 6.50038 1.25467 -0.07296
C 7.46422 0.52023 -0.78218
C 8.74264 0.41542 -0.27733
C 9.06022 1.05545 0.91828
C 8.10843 1.79862 1.60523
C 6.81000 1.91736 1.13347
C 5.81455 2.76505 1.86796
C 5.12357 -0.24296 -3.35651
C 5.00288 -1.50200 -2.54498
C 5.40473 -0.35373 -4.71447
H 6.31796 1.47643 -7.39308
H 4.85456 0.51463 -7.56061
H 6.38417 -0.27926 -7.19800
H 5.38406 2.89894 -5.61316
H 4.80535 4.31168 -3.87789
H 5.71214 3.85731 -2.44511
H 3.94802 3.68847 -2.47941
H 0.60876 4.98254 -2.85860
H 1.96636 6.97402 -2.26779
H 3.29739 6.97784 -0.19014
H 3.24797 5.03541 1.32900
H 1.89059 3.04907 0.74886
H 7.21567 0.05034 -1.72443
H 9.49194 -0.15172 -0.81126
H 10.06369 0.98110 1.31530
H 8.38482 2.30049 2.52305
H 6.17446 3.00188 2.86642
H 4.84753 2.26561 1.98337
H 5.64556 3.70840 1.34250
H 4.92021 -1.32153 -1.46921
H 5.86712 -2.14880 -2.69550
H 4.12158 -2.06676 -2.85348
H 5.56349 -1.34017 -5.13478
*
```

Properties
- DFT total energy (eV) = -75814.423
- lowest unoccupied orbital energy (spin up / spin down) (eV) = -9.5 / -10.0
- HOMO energy (spin up / spin down) (eV) = -15.77 / -15.77
- energy above the lowest of the compared OMol25 structures with the same formula, charge and spin (eV) = 0.3099

---

| no. | largest force on an atom (hartree/bohr) |
| --- | --- |
| 1 | 0.0638 |
| 2 | 0.0162 |